# 1
Entry from the OMol25 dataset: a cluster of 10 separate species, C66H147N7O11 in total at a distorted geometry (ωB97M-V/def2-TZVPD).

Atoms and positions in Å:
C 0.6438 5.2633 8.9107
C 1.1402 5.7025 7.5266
C 0.0951 5.5541 6.4268
C 0.0488 4.0817 5.9952
N -0.5731 3.8352 4.6519
C -2.0073 4.2785 4.5638
C -2.9274 3.0438 4.3996
C -2.0423 1.8995 4.8734
C -0.6650 2.3246 4.4401
C 0.1475 4.4592 3.4697
C 1.6449 4.1952 3.4759
C 2.2355 4.3226 2.0829
H -0.4284 5.4252 9.0369
H 1.1890 5.7793 9.6958
H 0.7906 4.1907 9.0598
H 2.0019 5.0766 7.2782
H 1.5346 6.7153 7.5768
H 0.4388 6.1259 5.5591
H -0.9107 5.8567 6.7114
H -0.5743 3.5550 6.7175
H 1.0594 3.6968 5.9008
H -2.1384 4.9229 3.6981
H -2.3553 4.8455 5.4242
H -3.2788 3.0807 3.3658
H -3.8309 3.2178 4.9826
H -2.4489 1.0084 4.4001
H -2.1266 1.8429 5.9591
H -0.6359 2.0887 3.3724
H 0.2060 1.8532 4.8834
H -0.0512 5.5315 3.4844
H -0.3569 4.0093 2.6136
H 1.7352 3.1420 3.7708
H 2.1147 4.8368 4.2219
H 3.2640 3.9696 2.1122
H 2.1529 5.3059 1.6193
H 1.6940 3.6586 1.4019
C 1.6763 -2.8078 4.3415
C 1.9597 -4.1512 3.6477
C 2.9590 -4.1505 2.4901
C 4.1849 -3.2924 2.7896
N 5.3306 -3.5009 1.8716
C 5.9434 -4.8528 1.9786
C 6.9999 -4.7753 3.1184
C 7.1321 -3.2677 3.3724
C 6.4304 -2.5480 2.2284
C 4.8618 -3.2960 0.4321
C 4.1001 -1.9973 0.2885
C 3.5071 -1.7604 -1.1016
H 2.5516 -2.1869 4.5398
H 1.1647 -3.0282 5.2746
H 1.0963 -2.1632 3.6734
H 0.9728 -4.5018 3.3345
H 2.3466 -4.8584 4.3870
H 2.5300 -3.9209 1.5130
H 3.3139 -5.1785 2.3692
H 4.4950 -3.6840 3.7693
H 3.9844 -2.2488 3.0101
H 6.4431 -5.1186 1.0481
H 5.2190 -5.6474 2.1274
H 7.9230 -5.1720 2.7122
H 6.5823 -5.2821 3.9809
H 8.1773 -2.9617 3.4600
H 6.8127 -2.9986 4.3826
H 7.1394 -2.4778 1.4044
H 6.0599 -1.5603 2.4819
H 4.2350 -4.1514 0.1736
H 5.7707 -3.3302 -0.1656
H 4.8518 -1.2211 0.4413
H 3.2530 -1.9037 0.9617
H 2.9969 -0.8036 -1.0963
H 2.8952 -2.5575 -1.5239
H 4.3261 -1.6896 -1.8253
C 0.1980 -3.3528 -0.2071
C -0.9210 -4.2216 -0.7873
C -0.7464 -5.7387 -0.5607
C -0.5776 -6.1120 0.9088
N -1.1285 -7.4475 1.3002
C -0.9820 -7.5307 2.8263
C 0.1782 -8.4649 3.1072
C 0.8624 -8.7622 1.7915
C -0.2181 -8.5986 0.7593
C -2.5735 -7.6975 0.9162
C -3.5042 -6.6013 1.3603
C -4.8966 -6.7755 0.7747
H 1.2165 -3.5850 -0.5051
H 0.1064 -3.4742 0.8815
H -0.0085 -2.3072 -0.4317
H -0.9189 -4.1484 -1.8768
H -1.8738 -3.9127 -0.3514
H 0.1792 -6.0581 -1.0403
H -1.6427 -6.1975 -0.9763
H -1.0122 -5.3769 1.5890
H 0.4716 -6.1188 1.2142
H -1.9257 -7.9473 3.1626
H -0.7976 -6.5489 3.2485
H -0.1980 -9.4384 3.4498
H 0.8285 -8.2800 3.9618
H 1.2206 -9.7930 1.7194
H 1.7802 -8.2299 1.5240
H -0.9229 -9.4294 0.8015
H -0.0258 -8.3414 -0.2771
H -2.7075 -8.6857 1.3514
H -2.5850 -7.7728 -0.1724
H -3.1221 -5.5952 1.1653
H -3.6160 -6.6105 2.4513
H -5.6349 -6.0099 1.0019
H -5.3629 -7.6796 1.1854
H -4.8954 -6.9860 -0.2985
C -3.5133 -5.9193 -3.7352
C -3.3422 -4.4073 -3.8401
C -4.1460 -3.6543 -2.7889
C -3.5985 -2.2841 -2.5347
N -4.5922 -1.2786 -2.0604
C -5.5780 -0.8264 -3.0877
C -4.7727 -0.0351 -4.1037
C -3.8181 0.7714 -3.1573
C -3.8602 0.0708 -1.8008
C -5.3364 -1.7487 -0.8623
C -4.4239 -2.0436 0.3230
C -5.1751 -2.8244 1.3911
H -4.5417 -6.2666 -3.8991
H -3.2909 -6.4206 -2.7839
H -2.9152 -6.4022 -4.5090
H -3.6429 -4.1660 -4.8632
H -2.2648 -4.2204 -3.8266
H -4.0872 -4.2729 -1.8813
H -5.2124 -3.7259 -3.0193
H -3.1895 -1.7960 -3.4206
H -2.7129 -2.2685 -1.9017
H -6.3940 -0.2962 -2.6069
H -6.0019 -1.7175 -3.5592
H -5.3349 0.5980 -4.7788
H -4.0842 -0.6455 -4.6823
H -4.1723 1.7938 -3.0747
H -2.7872 0.6401 -3.4892
H -4.3700 0.6588 -1.0366
H -2.9569 -0.3072 -1.3237
H -5.8990 -2.6408 -1.1394
H -6.0967 -1.0358 -0.5384
H -3.9805 -1.1156 0.6773
H -3.6775 -2.7689 -0.0109
H -6.0151 -2.2556 1.7948
H -4.5713 -3.0785 2.2676
H -5.4878 -3.8079 1.0365
C 4.5329 0.5700 -3.8240
C 4.6527 2.0407 -4.1438
C 4.0509 2.3952 -5.5118
C 2.5952 2.7987 -5.3810
N 1.8688 2.9191 -6.6847
C 0.6391 3.7555 -6.4626
C -0.4068 2.8433 -5.8276
C -0.1772 1.4893 -6.4948
C 1.2731 1.5429 -7.0075
C 2.6820 3.4272 -7.8304
C 2.6994 4.9407 -8.0035
C 3.6672 5.3960 -9.0978
H 5.0602 -0.1201 -4.4974
H 3.5483 0.1149 -4.0196
H 4.8080 0.3650 -2.7915
H 5.6849 2.3762 -4.1251
H 4.0788 2.5233 -3.3468
H 4.1919 1.6143 -6.2618
H 4.5998 3.2816 -5.8388
H 2.5787 3.7636 -4.8699
H 2.0294 2.1531 -4.7071
H 0.2396 4.1279 -7.4030
H 0.8342 4.5967 -5.8021
H -1.3956 3.2626 -5.9893
H -0.1616 2.7660 -4.7673
H -0.8217 1.3886 -7.3633
H -0.2630 0.6862 -5.7685
H 1.1537 1.5591 -8.0901
H 1.9569 0.7330 -6.7755
H 2.3154 3.0173 -8.7752
H 3.6673 2.9724 -7.7808
H 2.9026 5.3686 -7.0184
H 1.7085 5.2641 -8.3177
H 4.6802 5.3686 -8.6921
H 3.4465 6.4498 -9.2391
H 3.6141 4.7536 -9.9698
C 0.4437 0.5585 0.4162
C 0.2794 1.5667 -0.6981
C -0.6063 2.7659 -0.3505
O -1.7858 2.3779 0.3374
C -2.6810 3.4279 0.6812
N 1.5753 2.0857 -1.2008
H 1.5115 3.0129 -1.6634
H 2.3759 2.1085 -0.5357
H 1.9809 1.4220 -1.8778
H 1.0079 1.0550 1.2138
H 1.0405 -0.2905 0.0823
H -0.5107 0.1660 0.7619
H -0.1535 1.0527 -1.5596
H -0.8585 3.2265 -1.3172
H -0.0949 3.5717 0.1920
H -2.4968 3.7137 1.7217
H -3.6660 2.9466 0.6972
H -2.6774 4.2032 -0.0827
C -4.8217 5.4063 3.1327
C -4.4444 6.8609 2.8769
C -2.9962 7.0805 2.4931
O -2.7561 6.6850 1.1725
C -1.3546 6.6631 0.9406
N -5.2751 7.3463 1.7004
H -6.2507 7.5475 1.9499
H -4.9603 8.2287 1.2772
H -5.3085 6.6561 0.9465
H -5.7498 5.0277 2.7131
H -4.8243 5.2685 4.2172
H -4.0124 4.7319 2.8451
H -4.6835 7.4868 3.7323
H -2.3758 6.5409 3.2211
H -2.7574 8.1496 2.5688
H -1.0827 6.4418 -0.0768
H -0.8697 5.8912 1.5711
H -0.8163 7.5272 1.3481
O 0.8267 -1.3178 -5.1389
C 0.3632 -1.2230 -3.8079
O -0.7974 -1.7145 -3.6393
O 1.1049 -0.7227 -2.9686
H -0.0315 -1.6478 -5.4639
O 5.1784 2.0986 2.2073
C 4.2692 1.5312 1.3326
O 3.4239 0.7553 1.8931
O 4.1742 1.9422 0.1768
H 4.8859 1.6626 3.0205
O 0.3888 6.5324 -2.5080
C 0.9194 5.2805 -2.2511
O 0.6286 4.3595 -3.0628
O 1.5670 5.0698 -1.2143
H -0.1933 6.2567 -3.2389

Forces on atoms 1 to 2 (eV/Å):
-0.06 -0.37 -0.16
-0.01 -0.13 0.68

gap between HOMO and LUMO	7.09	eV
E_LUMO	-7.28	eV
net charge	+4
energy	-103746.88224	eV


# 2
Entry from the OMol25 dataset: a cluster of 15 separate species, C35H85N10O25 in total at a distorted geometry (ωB97M-V/def2-TZVPD).

Atoms and positions in Å:
C -0.6054 -5.3850 0.0106
C 0.6062 -4.8971 -0.8268
O 1.5021 -4.0865 -0.4317
N 0.7127 -5.5458 -2.2421
H -0.1094 -6.1088 -2.4074
H 0.6661 -4.7800 -2.8989
C 2.1096 -6.2905 -2.4095
H -1.6237 -5.0274 -0.1416
H -0.5013 -5.2891 1.0914
H -0.6885 -6.4601 -0.1486
H 2.6649 -5.5098 -2.9293
H 2.0773 -7.0976 -3.1413
H 2.4839 -6.6319 -1.4443
C -3.5145 3.0595 -3.3454
C -3.3675 2.2408 -4.7228
O -2.6721 1.2064 -4.7701
N -4.3967 2.4194 -5.9100
H -5.0866 1.6827 -5.8728
H -4.8458 3.3234 -5.9423
C -3.6479 2.2559 -7.1826
H -3.0841 2.5646 -2.4749
H -4.5082 3.4089 -3.0651
H -3.0463 4.0434 -3.3756
H -3.1662 1.2809 -7.2563
H -2.9925 3.1225 -7.2695
H -4.3408 2.4596 -7.9990
C -3.0889 2.2932 1.3739
C -4.5165 2.7821 1.5474
O -5.5889 2.1054 1.4052
N -4.6771 4.2800 1.7472
H -4.5461 4.4378 2.7362
H -3.8365 4.6115 1.2960
C -5.8322 4.8447 0.9069
H -2.9587 2.2000 0.2958
H -3.0329 1.4512 2.0639
H -2.3591 3.0247 1.7211
H -5.8904 5.9250 1.0401
H -6.7970 4.4101 1.1685
H -5.4566 4.6425 -0.0962
C -3.3946 -4.7721 6.5674
C -3.1406 -3.4190 5.9758
O -3.7721 -2.4433 6.2343
N -2.1123 -3.3666 4.8251
H -1.9954 -4.3046 4.4692
H -2.5083 -2.8547 4.0498
C -0.8175 -2.7006 5.3241
H -3.7739 -4.6982 7.5866
H -2.5304 -5.4346 6.6159
H -4.1472 -5.3433 6.0239
H -0.3712 -3.5343 5.8662
H -0.9637 -1.8598 6.0021
H -0.3675 -2.5376 4.3448
C 6.1192 2.9318 -3.1321
C 5.2290 3.4213 -2.0097
O 4.3624 4.2464 -2.1458
N 5.5015 2.7263 -0.6599
H 6.2459 2.0472 -0.7280
H 5.6218 3.4218 0.0626
C 4.2679 1.9077 -0.3223
H 5.6056 3.2524 -4.0385
H 6.1534 1.8436 -3.1849
H 7.1500 3.2859 -3.1167
H 3.3665 2.4885 -0.1267
H 4.4382 1.4252 0.6401
H 4.0275 1.2140 -1.1279
C 6.9337 -5.5109 1.5881
C 6.2613 -4.8695 2.8385
O 6.9127 -4.2955 3.7398
N 4.6679 -4.9340 2.7755
H 4.1432 -5.7957 2.8244
H 4.4741 -4.3555 3.5804
C 4.0855 -4.1442 1.5563
H 7.6496 -4.7623 1.2486
H 6.1488 -5.7801 0.8812
H 7.6569 -6.2791 1.8616
H 4.5311 -3.1534 1.6445
H 2.9986 -4.1857 1.6266
H 4.3836 -4.6511 0.6385
C 1.4780 -1.5863 1.8811
C 1.1850 -0.5014 0.8400
O 2.1601 0.1096 0.3932
N -0.2222 -0.3647 0.2517
H -0.4573 -0.9942 -0.5023
H -0.9489 -0.5101 0.9380
C -0.3778 1.1211 -0.2375
H 1.5562 -2.5221 1.3276
H 0.6958 -1.7805 2.6149
H 2.4646 -1.4800 2.3320
H -0.4152 1.7062 0.6815
H -1.3222 1.1448 -0.7812
H 0.3958 1.3542 -0.9691
C 2.7121 7.0039 2.9677
C 1.4871 6.1724 3.1893
O 0.3602 6.5248 2.9764
N 1.8099 4.6818 3.3533
H 2.7945 4.5609 3.5431
H 1.3485 4.3662 4.1945
C 1.4727 3.9234 2.1067
H 3.2014 7.2006 3.9217
H 2.5152 8.0195 2.6244
H 3.2906 6.5044 2.1906
H 0.3868 3.8582 2.0382
H 1.9117 2.9266 2.1490
H 1.8815 4.4519 1.2455
C 0.8433 4.2636 -3.7237
C 1.6204 2.9177 -3.8368
O 1.9954 2.2471 -2.9010
N 1.9889 2.6052 -5.3209
H 1.5221 3.2322 -5.9604
H 2.9859 2.7119 -5.4416
C 1.5500 1.1868 -5.7373
H -0.0561 4.3434 -4.3341
H 1.3500 5.1940 -3.9802
H 0.5396 4.3202 -2.6784
H 1.5394 1.1415 -6.8263
H 0.5108 0.9896 -5.4743
H 2.2790 0.4219 -5.4696
C -4.9704 -0.3003 -2.0829
C -4.3537 -1.4599 -2.8810
O -4.4350 -1.5389 -4.0945
N -3.6612 -2.5787 -2.0296
H -2.7000 -2.2799 -1.9467
H -4.0644 -2.5471 -1.1042
C -4.0556 -3.9874 -2.6509
H -5.3049 0.2531 -2.9604
H -4.2772 0.2352 -1.4342
H -5.7644 -0.6835 -1.4419
H -3.8698 -4.7671 -1.9122
H -3.3519 -4.3198 -3.4140
H -5.1012 -3.8963 -2.9451
O -0.7409 5.8448 -1.1970
C -1.5010 4.9252 -0.6224
O -1.4495 3.7291 -1.0244
O -2.2840 5.2057 0.3811
H -0.8440 6.2880 -0.3517
O -3.3025 -2.9021 2.0940
C -2.7303 -1.7841 1.6829
O -3.1544 -1.1389 0.7178
O -1.8187 -1.3703 2.4103
H -4.0571 -3.0282 1.5141
O -0.7216 1.4221 3.1367
C 0.1338 1.2056 4.1359
O 0.3749 -0.0014 4.3983
O 0.8057 2.1681 4.6192
H -1.1576 0.5671 3.1150
O 0.1598 -0.8083 -3.8370
C -0.1428 -1.9881 -3.1344
O 0.2146 -3.0209 -3.6351
O -0.9370 -2.0006 -2.1326
H 0.5459 -1.3530 -4.5268
O 3.7616 -4.3984 5.5347
C 3.4996 -3.0375 5.5572
O 2.9893 -2.6653 6.5535
O 3.8737 -2.2530 4.6619
H 3.2734 -4.3943 6.3613

Forces on atoms 1 to 2 (eV/Å):
0.69 -0.80 -0.09
2.30 3.45 2.30

ΔE to the lowest compared entry with this formula, charge and spin	5.750	eV
gap between HOMO and LUMO	3.72	eV
E_LUMO	-10.98	eV
net charge	+5
energy	-103707.03001	eV


# 3
Entry from the OMol25 dataset: a cluster of 3 separate species, C13H17BF16O5P in total at a distorted geometry (ωB97M-V/def2-TZVPD).

Atoms and positions in Å:
C 2.2560 1.0574 0.3352
C 1.5064 2.0684 0.8187
C 0.6665 2.9933 -0.0056
B -0.9428 2.7659 0.2376
P -1.6328 1.1094 -0.4939
O -1.8098 1.0589 -1.9632
O -0.7451 -0.1920 -0.0143
O -3.1070 0.7969 0.2112
H 2.3799 0.1654 0.9496
H 2.7050 1.0799 -0.6535
H 1.4985 2.2279 1.9007
H 0.9553 2.9104 -1.0595
H 0.8715 4.0301 0.3076
H -1.5494 3.5952 -0.4119
H -1.2489 2.8623 1.4190
H -0.4270 -0.0095 0.8810
H -2.9334 0.5078 1.1160
C -4.6896 -0.3344 -3.4809
C -5.6291 0.8746 -3.6179
C -6.4943 1.2625 -2.4132
F -7.3663 0.2891 -2.0763
F -7.2240 2.3600 -2.7413
F -6.4073 0.7413 -4.7240
F -4.8276 1.9520 -3.8212
O -5.0998 -1.5857 -4.0474
C -5.8474 -2.5226 -3.4006
C -7.1824 -2.7917 -4.1133
F -7.9350 -1.6811 -4.2022
F -7.8807 -3.7172 -3.4074
F -6.0238 -2.2564 -2.0977
F -5.1693 -3.7010 -3.4743
H -3.8147 -0.0693 -4.0705
H -4.3274 -0.4439 -2.4586
H -5.8601 1.5001 -1.5557
H -6.9923 -3.1751 -5.1175
C 6.2414 -1.4444 4.4968
C 4.7998 -1.4708 3.9580
C 4.5422 -2.2706 2.6741
F 5.2528 -1.7849 1.6380
F 3.2373 -2.1850 2.3515
F 4.3302 -0.2178 3.8363
F 4.0557 -2.0987 4.9193
O 7.0316 -0.3036 4.1980
C 7.7490 -0.2093 3.0328
C 7.2588 0.9590 2.1647
F 5.9473 0.8435 1.9118
F 7.9460 0.9492 0.9988
F 7.7693 -1.3685 2.3528
F 9.0334 0.0696 3.3645
H 6.1314 -1.4094 5.5794
H 6.7662 -2.3715 4.2650
H 4.8042 -3.3225 2.8241
H 7.4319 1.9066 2.6794

Forces on atoms 1 to 2 (eV/Å):
-0.26 0.29 0.70
0.35 -0.13 -0.61

gap between HOMO and LUMO	7.09	eV
E_LUMO	1.99	eV
net charge	-1
energy	-77442.66055	eV


Number 1: HOMO level -14.369 eV. Number 2: HOMO level -14.706 eV. Number 3: HOMO level -5.102 eV.